43
Properties=species:S:1:pos:R:3:forces:R:3:lowdin_charge:R:1 method="wB97M-V/def2-TZVPD" e_homo_ev=-12.03 gap_ev=9.5 charge=+1 energy_ha=-997.5327
Au -0.480 0.310 0.624 -0.13 -0.08 0.20 0.919
O -0.010 1.819 -1.788 -0.06 0.18 -0.11 -0.130
O 0.176 -1.215 -0.546 0.34 -0.02 -0.11 -0.183
N 0.868 -3.265 -1.082 0.02 -0.01 -0.05 -0.073
N -1.551 1.633 1.746 -0.23 0.01 -0.06 -0.085
N 2.381 -1.756 -0.150 0.01 0.01 0.04 -0.068
C -3.379 1.746 3.285 0.02 0.00 0.03 -0.038
C 3.491 -2.699 -0.301 -0.01 0.01 -0.01 -0.146
C -1.326 2.367 -1.862 0.07 0.09 0.08 -0.263
C -3.634 3.052 2.890 0.00 -0.02 0.01 -0.025
C -2.820 3.628 1.937 0.04 0.02 0.04 -0.001
C 2.802 -0.407 0.187 0.00 0.04 -0.05 -0.030
C 1.134 -2.042 -0.583 -0.12 -0.04 0.05 -0.433
C -1.771 2.908 1.375 0.02 0.03 -0.01 -0.261
C -1.443 3.655 -1.051 -0.04 -0.01 -0.01 -0.162
C 2.993 -4.126 -0.280 0.00 0.01 -0.02 -0.144
C -0.869 3.568 0.373 0.00 -0.04 0.02 -0.147
C -0.448 -3.574 -1.622 -0.01 0.00 0.01 -0.011
C 1.907 -4.260 -1.323 -0.01 -0.01 0.00 -0.143
C -2.338 1.074 2.691 0.05 0.05 0.02 -0.123
H 4.021 -2.492 -1.237 0.01 0.01 0.01 0.137
H 2.594 -4.369 0.706 0.00 -0.01 0.00 0.129
H -2.973 4.651 1.621 0.00 0.00 0.00 0.129
H -0.768 -4.546 -1.246 0.00 -0.01 0.00 0.096
H -4.448 3.612 3.330 0.00 0.00 -0.01 0.122
H 0.090 3.050 0.355 -0.01 -0.02 0.01 0.096
H 2.316 -4.139 -2.332 0.00 -0.01 0.00 0.137
H 3.461 -0.450 1.054 0.01 0.00 -0.01 0.097
H -2.001 1.590 -1.498 0.03 0.00 0.06 0.104
H -0.412 -3.615 -2.713 0.00 0.00 0.00 0.102
H 1.960 0.228 0.435 -0.05 0.00 -0.02 0.026
H 3.812 -4.811 -0.493 0.01 0.01 0.00 0.126
H -1.162 -2.818 -1.320 0.01 -0.01 -0.01 0.085
H 3.343 0.048 -0.646 0.01 -0.01 0.00 0.105
H -1.591 2.571 -2.903 -0.06 -0.02 0.01 0.120
H -0.910 4.445 -1.586 0.03 0.00 0.03 0.119
H 1.436 -5.241 -1.278 0.00 0.00 0.02 0.128
H -2.099 0.057 2.962 -0.02 -0.01 -0.01 0.103
H 4.188 -2.513 0.516 -0.01 -0.02 0.01 0.127
H -3.973 1.251 4.039 0.00 0.01 0.00 0.117
H -0.679 4.580 0.736 -0.01 0.01 -0.03 0.125
H -2.490 3.968 -1.014 -0.01 0.00 -0.04 0.120
H 0.603 2.529 -2.008 0.09 -0.13 -0.10 0.095


46
Properties=species:S:1:pos:R:3:forces:R:3:lowdin_spin:R:1 method="wB97M-V/def2-TZVPD" e_homo_ev="-7.79 / -8.84" gap_ev="8.6 / 9.5" spin_multiplicity=3 relative_energy_kj_mol=24.0 energy_ha=-2484.1889 s2=2.01
Ni 0.188 0.582 -0.570 -2.40 -3.38 2.54 1.574
O 1.233 -1.243 -0.723 0.10 0.95 -0.21 0.102
N -1.508 1.868 1.360 1.90 -0.56 0.15 0.004
N -1.504 -0.770 -0.033 -1.02 -0.77 0.16 0.040
N -2.653 -0.147 0.388 0.82 -0.66 0.11 -0.001
N -2.257 1.862 -1.002 1.03 -0.39 -0.78 0.006
N -1.050 1.428 -1.537 -3.52 3.13 -3.19 0.070
N -0.204 1.477 1.066 -0.15 1.98 2.67 0.059
C -3.093 -2.314 0.385 0.17 0.32 0.04 0.001
C 2.195 -1.959 0.078 -0.02 -0.04 -0.66 0.009
C -3.608 -1.053 0.672 0.44 0.05 -0.35 0.000
C 1.718 1.435 -1.269 2.72 0.32 -1.11 0.056
C 2.573 -1.272 1.368 0.04 0.42 0.32 0.001
C 0.614 2.030 2.027 -2.78 -0.42 -1.10 0.005
C -1.522 2.609 2.476 0.96 -0.40 -0.73 0.001
C 3.424 -2.224 -0.772 0.34 -0.03 -0.17 0.001
C -0.203 2.755 2.915 -0.03 -0.22 -0.08 0.001
C -1.768 -2.098 -0.059 -0.67 1.63 0.42 0.005
C -0.989 1.892 -2.827 -1.79 0.25 1.87 0.008
C 1.557 -3.296 0.420 -0.26 -0.29 0.04 0.004
C -2.942 2.569 -1.914 0.17 -0.01 0.11 0.003
C -2.161 2.629 -3.093 -0.32 -0.40 0.97 0.002
B -2.663 1.392 0.457 0.38 -0.06 -0.95 0.000
H -3.599 -3.252 0.491 -0.08 -0.16 0.00 0.000
H -1.015 -2.800 -0.390 -0.12 0.19 0.06 0.000
H 1.688 -1.070 1.973 -0.06 0.02 -0.01 0.000
H -0.152 1.686 -3.472 -0.01 -0.03 0.12 0.000
H 4.098 -2.887 -0.211 0.02 0.19 -0.29 0.000
H 1.376 2.006 -2.142 0.44 0.05 0.35 0.005
H 3.125 -2.717 -1.709 0.13 0.11 0.28 0.000
H 0.673 -3.155 1.052 0.21 -0.03 -0.03 0.000
H 1.679 1.849 1.997 -0.15 0.11 0.04 0.000
H 3.236 -1.921 1.952 -0.07 0.12 -0.10 0.000
H 1.238 -3.796 -0.502 0.10 -0.02 0.15 0.000
H 2.283 -3.936 0.951 -0.32 0.19 -0.20 0.001
H -2.482 2.952 2.808 0.03 0.28 0.39 0.000
H 1.906 2.088 -0.414 0.19 0.29 -0.25 0.005
H -4.567 -0.687 1.033 0.23 -0.40 -0.12 0.000
H -3.942 2.967 -1.593 1.27 -0.36 -0.77 0.001
H 3.098 -0.329 1.192 0.00 0.02 -0.06 0.000
H 1.450 -0.142 -1.084 2.52 -2.37 0.11 0.017
H 3.953 -1.292 -1.023 -0.13 -0.26 0.11 0.000
H 0.121 3.309 3.767 0.09 0.15 0.31 0.000
H -2.437 3.136 -3.991 -0.01 0.09 -0.33 0.001
H -3.739 1.856 0.759 0.31 -0.14 0.06 0.000
H 2.709 0.969 -1.530 -0.67 0.53 0.12 0.016


47
Properties=species:S:1:pos:R:3:forces:R:3:lowdin_charge:R:1 method="wB97M-V/def2-TZVPD" e_homo_ev=-10.05 gap_ev=10.2 smiles="O=C1C[C@H](CCCF)[C@H](CCC(F)(F)F)N1.BrCCBr.BrCCBr" energy_ha=-11372.7918
Br -3.452 4.878 -2.171 0.05 -0.06 0.03 0.624
Br 0.267 -2.174 3.996 0.02 0.05 0.02 0.645
Br 3.430 -2.037 5.884 -0.04 -0.05 -0.03 0.612
Br -1.148 2.376 -3.555 -0.03 0.07 -0.07 0.678
F -4.442 -2.413 0.079 -0.27 -0.16 0.23 -0.042
F -0.038 -3.496 -1.261 0.53 0.26 0.51 0.117
F 1.758 -3.761 -0.028 -0.55 0.46 -0.23 0.113
F 0.241 -2.320 0.568 0.29 -0.44 -0.60 0.085
O 1.278 2.121 2.309 -0.74 -0.72 -1.59 0.088
N 1.440 1.804 -0.016 -0.66 -0.31 0.25 0.085
C -1.519 4.763 -2.009 -0.17 0.13 -0.03 -0.704
C 1.621 -1.769 -1.323 0.33 -0.08 0.52 -0.049
C 1.870 -0.466 -0.551 -0.05 -0.43 -0.76 -0.115
C 0.845 1.602 1.294 0.82 0.44 1.39 -0.404
C -1.478 -0.464 -0.951 -0.09 0.11 0.35 -0.155
C -0.532 0.573 -0.339 -0.34 -0.15 0.01 -0.280
C -0.400 0.708 1.179 0.33 0.60 -0.25 -0.051
C -2.500 -1.024 0.029 -0.33 -0.20 -0.36 -0.173
C 2.065 -1.767 3.376 -0.15 -0.02 -0.04 -0.694
C 3.100 -2.619 4.058 0.13 0.09 0.11 -0.696
C 0.909 0.672 -0.838 -0.03 0.55 0.85 -0.293
C 0.889 -2.830 -0.518 -0.24 -0.38 0.15 -0.560
C -3.557 -1.768 -0.756 0.51 0.09 -0.14 -0.224
C -0.877 4.286 -3.285 0.12 -0.14 0.05 -0.674
H -0.951 1.539 -0.616 -0.10 0.17 -0.27 0.102
H 1.946 -0.676 0.509 -0.10 0.08 0.26 0.104
H -2.049 -1.714 0.733 0.09 0.00 0.22 0.108
H 0.916 0.939 -1.886 0.20 0.02 -0.31 0.112
H -2.989 -0.221 0.570 0.01 0.16 0.25 0.123
H 2.054 -1.972 2.308 0.02 -0.07 0.01 0.026
H 4.056 -2.535 3.547 -0.01 0.03 -0.03 0.059
H 2.585 -2.210 -1.547 0.15 -0.17 -0.14 0.125
H -2.047 0.044 -1.726 0.04 0.08 -0.32 0.090
H -1.276 4.782 -4.162 -0.03 0.03 0.00 0.051
H 2.846 -0.099 -0.846 0.23 0.12 -0.01 0.124
H 2.808 -3.662 4.111 -0.03 -0.02 -0.03 0.051
H 2.220 -0.705 3.543 0.03 0.02 0.02 0.053
H -1.182 5.769 -1.768 0.03 0.01 -0.03 0.061
H -0.958 -1.277 -1.446 0.07 -0.09 0.01 0.091
H -1.317 4.104 -1.170 0.04 -0.02 0.00 0.034
H 1.135 -1.606 -2.275 -0.32 0.05 -0.12 0.127
H 1.011 2.661 -0.358 0.43 0.28 -0.08 0.121
H -4.116 -1.087 -1.392 -0.22 0.14 -0.10 0.120
H -1.201 1.328 1.565 -0.24 -0.04 0.28 0.130
H 0.201 4.428 -3.246 0.00 0.00 0.02 0.060
H -0.383 -0.195 1.775 0.31 -0.23 0.07 0.079
H -3.077 -2.509 -1.393 -0.04 -0.25 -0.08 0.120


58
Properties=species:S:1:pos:R:3:forces:R:3:lowdin_charge:R:1 method="wB97M-V/def2-TZVPD" e_homo_ev=-12.09 gap_ev=8.8 charge=+1 energy_ha=-5395.7216
Br -0.051 3.632 3.678 0.20 -0.02 -0.35 0.802
P 0.630 -0.298 1.333 -3.25 -0.61 0.35 0.502
P 1.302 0.571 -4.745 0.55 0.45 0.07 0.233
P 2.721 -0.436 -3.411 1.11 0.93 0.21 0.971
F -0.610 -4.561 -2.115 0.26 -0.42 0.46 0.118
F -2.126 -1.477 -2.777 -0.10 0.71 0.10 0.155
F -2.995 -3.253 -1.875 -0.58 -0.23 -0.01 0.188
O 0.778 0.350 2.774 1.25 -0.04 -0.48 -0.122
O -1.048 -1.761 4.503 0.40 -0.03 -0.12 0.084
O 2.103 1.519 -5.494 0.51 0.32 -0.53 -0.293
O 0.319 1.374 -3.759 -0.35 -0.86 -0.19 -0.146
O -2.725 -2.368 3.230 0.20 -0.31 0.02 -0.004
O 3.006 5.040 -2.384 -0.02 -0.38 0.67 0.112
O 0.493 -0.466 -5.647 -0.52 0.12 0.71 -0.157
O 1.183 -1.786 1.489 0.96 0.87 -0.39 -0.085
O -0.307 2.848 1.035 0.94 0.34 0.97 0.060
N -0.820 -0.186 0.861 0.56 -0.48 -0.54 -0.085
N 1.637 0.654 0.261 0.70 0.14 0.67 0.065
N 1.863 -0.548 -1.849 -0.19 -0.82 -0.72 -0.226
N 2.157 1.896 0.600 0.61 1.18 1.40 0.005
N 2.884 1.479 -1.405 -0.01 0.30 0.17 0.196
C 3.619 3.605 -0.553 -0.58 0.60 -0.02 -0.026
C 0.957 -1.667 -1.548 0.11 -0.88 0.06 -0.190
C -0.724 -3.266 -2.382 -0.19 0.52 -0.38 -0.229
C -4.362 -1.283 1.783 0.13 0.13 0.07 -0.060
C -4.107 -2.318 2.860 -0.31 0.13 -0.17 -0.224
C 0.468 2.996 1.933 -1.05 -0.19 -0.48 -0.819
C -2.176 -1.552 4.142 -0.27 0.41 -0.08 -0.536
C -2.945 -0.342 4.619 -0.23 -0.24 0.30 0.021
C 0.483 -2.479 -2.765 -0.25 0.38 0.23 -0.117
C -1.914 -2.695 -2.333 0.30 -0.61 0.02 -0.342
C 2.882 2.336 -0.397 0.62 -0.35 -1.38 -0.256
C 2.727 4.626 -1.293 0.11 0.57 -0.83 -0.213
C 2.115 0.474 -1.019 -0.51 -0.95 -0.64 -0.373
C 1.949 2.633 1.835 -1.12 -0.57 0.43 -0.113
H -4.340 -3.309 2.477 0.15 -0.06 0.05 0.125
H 0.003 0.037 -6.315 -0.02 -0.19 -0.36 0.100
H 2.524 3.545 1.889 0.32 0.13 -0.48 0.132
H -2.677 -0.151 5.655 0.20 0.05 -0.06 0.094
H 1.822 5.008 -0.784 0.04 -0.25 0.22 0.135
H 0.156 -1.794 -3.538 0.19 0.01 -0.37 0.081
H -1.213 -1.108 0.708 -0.50 0.10 0.11 0.009
H 2.228 2.026 2.684 0.02 0.03 0.20 0.112
H 2.126 -1.863 1.290 0.13 -0.40 0.19 0.101
H -4.738 -2.168 3.737 0.06 0.06 0.02 0.117
H 1.250 -3.138 -3.141 0.15 -0.14 -0.23 0.116
H 3.945 4.059 0.376 0.10 -0.04 0.22 0.123
H 1.462 -2.379 -0.899 0.11 0.01 0.19 0.119
H -4.124 -0.277 2.126 -0.06 0.00 0.02 0.071
H 0.057 -1.356 -1.040 0.02 0.59 0.09 0.077
H 2.913 -1.759 -3.866 -0.82 -0.11 0.27 -0.057
H -3.736 -1.483 0.913 -0.06 -0.06 -0.04 0.064
H -0.557 0.972 -3.700 -0.15 0.08 0.25 0.079
H -4.026 -0.451 4.586 0.02 0.04 -0.18 0.074
H 4.455 3.403 -1.204 0.30 -0.03 -0.08 0.138
H -2.644 0.507 4.007 -0.02 0.03 -0.02 0.092
H 1.152 -0.307 3.382 -0.17 0.07 0.41 0.114
H -5.407 -1.303 1.474 0.00 -0.03 -0.01 0.086


44
Properties=species:S:1:pos:R:3:forces:R:3:lowdin_spin:R:1 method="wB97M-V/def2-TZVPD" e_homo_ev="-18.25 / -19.65" gap_ev="6.7 / 5.2" spin_multiplicity=5 charge=+3 energy_ha=-2427.4789 s2=6.06
Pd -0.150 -0.095 -0.023 -1.59 -1.19 0.80 0.600
Cl -1.357 -0.464 2.143 0.45 -0.23 -0.98 0.378
Cl -1.360 -1.563 -1.585 -0.45 -0.25 0.17 0.880
P 1.404 -1.786 0.622 1.50 -2.17 0.77 0.092
P -1.824 1.628 -0.507 -0.86 1.19 -1.17 0.121
O 1.731 1.555 -1.311 -1.57 -2.26 -0.34 0.388
O 1.448 1.936 1.782 -1.58 -2.58 -2.28 0.008
C -1.796 2.777 2.009 -0.43 -0.67 0.86 0.277
C -1.515 3.011 0.656 0.65 1.06 -2.10 0.127
C 0.586 -3.139 1.537 -0.74 0.64 -0.22 0.008
C 2.744 -1.269 1.730 -0.39 0.84 -0.17 0.009
C 0.953 1.170 1.079 2.40 3.96 3.94 0.133
C -1.754 3.809 2.927 0.17 1.59 1.01 0.031
C -1.409 5.095 2.516 -0.45 -1.31 1.40 0.127
C 2.283 -2.649 -0.714 -0.38 0.49 -0.47 0.022
C 1.114 0.557 -1.583 2.53 2.51 -0.87 0.215
C 1.179 -0.173 -2.883 -0.01 -0.93 -0.84 0.083
C -3.648 1.835 -0.581 -0.45 -0.43 0.56 0.020
C -1.170 4.284 0.231 -0.14 -1.82 -1.02 0.077
C -1.534 2.076 -2.261 0.50 -0.13 0.04 0.021
C -1.117 5.326 1.160 0.27 0.86 -0.32 0.328
H 1.541 -3.080 -1.394 0.22 -0.14 0.00 0.003
H -3.825 2.875 -0.918 0.29 -0.46 0.17 0.003
H 3.389 -2.128 1.953 -0.24 0.08 -0.12 0.003
H -4.112 1.705 0.400 -0.02 -0.08 -0.11 0.001
H 0.427 -2.810 2.570 -0.05 -0.17 -0.22 0.000
H -1.987 3.607 3.974 0.08 0.12 -0.28 -0.002
H -2.046 1.762 2.331 -0.01 0.42 0.02 0.008
H -0.384 -3.290 1.051 0.07 -0.30 0.30 0.001
H 2.304 -0.880 2.655 0.21 -0.07 -0.02 0.000
H 1.158 -1.249 -2.697 -0.01 0.20 -0.04 0.002
H -1.774 1.133 -2.789 0.05 0.47 0.07 0.003
H -4.128 1.157 -1.292 0.20 -0.05 0.10 0.002
H -1.350 5.901 3.233 -0.04 0.10 0.01 0.003
H -0.962 4.460 -0.829 -0.04 0.15 0.42 0.000
H 0.287 0.040 -3.483 0.02 0.12 0.23 0.000
H 2.929 -1.959 -1.267 0.00 -0.18 0.05 0.000
H -0.499 2.352 -2.477 -0.17 0.01 -0.06 0.000
H -0.851 6.325 0.836 -0.01 0.03 -0.03 0.012
H 2.898 -3.448 -0.280 -0.17 0.18 0.03 0.004
H 3.331 -0.483 1.244 0.12 -0.12 0.20 0.000
H 2.065 0.079 -3.480 -0.09 0.27 0.43 0.005
H 1.176 -4.064 1.511 0.05 0.35 -0.13 0.002
H -2.205 2.861 -2.625 0.09 -0.12 0.20 0.004


41
Properties=species:S:1:pos:R:3:forces:R:3:lowdin_charge:R:1 method="wB97M-V/def2-TZVPD" e_homo_ev=-11.53 gap_ev=9.2 smiles=CCCC[NH2+]CCOCCSc1ccc(Cl)cc1 charge=+1 energy_ha=-1535.4077
Cl -5.873 -0.143 -0.016 -0.10 0.03 0.01 0.714
S 0.063 -2.026 -0.705 -0.09 -0.45 0.25 0.992
O 2.845 -1.162 0.657 0.02 0.32 -0.10 -0.158
N 1.542 0.688 -0.669 -0.11 -0.09 0.20 -0.007
C 2.904 0.392 -1.156 0.55 -0.43 0.10 -0.089
C -3.611 -1.299 0.887 -0.19 0.09 -0.06 -0.085
C -2.271 -0.930 -1.510 0.03 -0.16 0.15 -0.131
C -2.301 -1.729 0.763 0.03 0.04 -0.08 -0.086
C -3.580 -0.510 -1.388 -0.13 0.01 0.08 -0.091
C -4.248 -0.684 -0.181 0.25 -0.09 0.01 -0.667
C -0.651 1.942 0.893 0.05 0.23 -0.11 -0.248
C -0.485 2.100 -0.621 0.09 -0.17 0.20 -0.171
C 0.715 -2.325 0.990 -0.03 0.13 -0.44 -0.381
C 0.210 2.905 1.704 -0.23 -0.18 -0.01 -0.090
C -1.629 -1.528 -0.431 0.37 -0.09 -0.02 -0.516
C 3.270 -1.023 -0.689 0.05 0.04 -0.07 -0.184
C 0.954 1.967 -1.113 -0.49 0.53 -0.20 -0.137
C 2.243 -2.394 1.004 -0.26 -0.21 0.11 -0.245
H 2.596 -3.199 0.354 0.05 0.02 0.04 0.131
H 1.566 2.786 -0.732 0.11 -0.14 -0.03 0.134
H 0.313 -3.276 1.337 -0.02 0.03 0.11 0.094
H -0.842 3.087 -0.915 0.00 0.03 -0.09 0.129
H 2.781 -1.765 -1.327 0.06 0.03 0.03 0.111
H -0.057 2.843 2.755 0.07 0.03 0.11 0.082
H -4.084 -0.051 -2.223 -0.09 0.06 -0.08 0.114
H 1.597 0.670 0.359 -0.11 -0.09 -0.27 0.155
H 0.368 -1.515 1.631 0.01 -0.03 0.10 0.082
H -1.115 1.362 -1.123 0.01 0.06 -0.08 0.091
H -1.834 -2.225 1.598 0.05 -0.03 0.08 0.103
H 0.976 1.997 -2.203 0.13 -0.06 0.07 0.138
H 2.559 -2.613 2.028 -0.05 -0.06 -0.15 0.139
H 1.273 2.684 1.622 0.19 0.04 0.01 0.066
H 3.596 1.125 -0.738 -0.15 0.04 -0.04 0.145
H 0.912 -0.135 -0.912 0.28 0.44 0.23 0.063
H 2.933 0.450 -2.244 -0.07 0.07 0.06 0.143
H -4.138 -1.451 1.815 -0.10 0.01 0.09 0.114
H -1.749 -0.816 -2.448 0.02 0.07 -0.14 0.111
H -0.449 0.911 1.195 -0.08 -0.12 0.03 0.089
H -1.699 2.129 1.126 -0.03 -0.13 0.02 0.119
H 0.044 3.928 1.378 0.05 0.16 -0.02 0.086
H 4.355 -1.166 -0.755 -0.14 0.03 -0.07 0.141